Version P
DFT (wB97M-V/def2-TZVPD) results for the molecule H5NO2P2.

The calculation puts the HOMO-LUMO gap at 9.024 eV. As for the LUMO energy: 0.6 eV. Its HOMO energy is -8.47 eV. As for the SMILES: NP(O)#[PH]O.

Geometry as ORCA input:
```
! RIJCOSX wB97M-V def2-TZVPD def2/J DEFGRID3
* xyz 0 1
N 1.387 0.910 0.050
O -1.254 -2.187 -0.598
O -0.894 1.108 1.252
P -0.024 -1.602 0.370
P -0.257 0.444 -0.230
H 1.922 0.698 -0.717
H 1.329 1.918 0.191
H -1.771 -1.468 -0.974
H -1.487 1.881 1.197
H 1.050 -1.702 -0.541
*
```

Results of the natural (NBO) charge analysis, in e, for atoms 1 through 4:
1 N -1.136
2 O -0.984
3 O -0.997
4 P 0.606



Version Q
DFT (wB97M-V/def2-TZVPD) results for a structure of composition H5NO2P2.

The calculation puts the HOMO-LUMO gap at 9.080 eV. As for the LUMO energy: -0.2 eV. Its HOMO energy is -9.29 eV.

Geometry as ORCA input:
```
! RIJCOSX wB97M-V def2-TZVPD def2/J DEFGRID3
* xyz 0 1
N 1.794 0.884 -0.037
O -2.080 -1.552 -0.030
O -1.632 1.310 0.520
P 0.788 -0.395 0.537
P -0.940 0.381 -0.560
H 1.881 0.968 -1.044
H 2.703 0.916 0.396
H -1.976 -2.134 -0.778
H -1.568 1.009 1.433
H 1.030 -1.388 -0.437
*
```

Results of the natural (NBO) charge analysis, in e, for atoms 1 through 4:
1 N -1.158
2 O -1.013
3 O -0.979
4 P 0.426



Stability ranking, top and bottom: version P is the most stable and version Q is the least stable.



Version P
DFT (wB97M-V/def2-TZVPD) results for the molecule C4H3NOS2.

The calculation puts the HOMO-LUMO gap at 7.481 eV. As for the LUMO energy: -1.3 eV. Its HOMO energy is -8.75 eV. As for the SMILES: S=C1OC=C/C1=N/S.

Geometry as ORCA input:
```
! RIJCOSX wB97M-V def2-TZVPD def2/J DEFGRID3
* xyz 0 1
C 0.379 -0.355 0.001
C -0.797 -1.229 -0.009
C -1.858 -0.439 -0.005
C -0.184 1.032 0.004
H 2.585 1.313 -0.002
H -0.772 -2.319 -0.010
H -2.945 -0.623 0.024
N 1.578 -0.800 -0.001
O -1.527 0.906 0.003
S 3.007 0.025 0.000
S 0.533 2.490 -0.005
*
```

Results of the natural (NBO) charge analysis, in e, for atoms 1 through 4:
1 C 0.090
2 C -0.307
3 C 0.133
4 C 0.149



Version Q
DFT (wB97M-V/def2-TZVPD) results for a cluster of 2 separate species, C4H3NOS2 in total.

The calculation puts the HOMO-LUMO gap at 7.184 eV. As for the LUMO energy: -1.9 eV. Its HOMO energy is -9.13 eV.

Geometry as ORCA input:
```
! RIJCOSX wB97M-V def2-TZVPD def2/J DEFGRID3
* xyz 0 1
C 0.309 -0.603 -0.906
C 0.939 -1.600 -0.012
C 0.482 -1.279 1.132
C -0.256 -0.008 1.076
H -0.172 2.354 0.222
H 1.323 -2.459 -0.568
H 0.857 -1.764 2.062
N -0.235 0.327 -0.154
O -0.842 1.327 -0.776
S 0.778 -0.330 -2.420
S -0.932 0.949 2.285
*
```

Results of the natural (NBO) charge analysis, in e, for atoms 1 through 4:
1 C 0.006
2 C -0.209
3 C -0.218
4 C 0.068



Stability ranking, top and bottom: version P is the most stable and version Q is the least stable.



Version P
DFT (wB97M-V/def2-TZVPD) results for a cluster of 2 separate species, CH4IN2 in total.

The calculation puts the HOMO-LUMO gap (spin up / spin down) at 8.840 / 8.674 eV. As for the LUMO energy (spin up / spin down): -6.4 / -5.7 eV. Its HOMO energy (spin up / spin down) is -15.19 / -14.40 eV.

Geometry as ORCA input:
```
! RIJCOSX wB97M-V def2-TZVPD def2/J DEFGRID3
* xyz 1 1
C -0.232 -0.443 -0.606
N -0.901 -0.820 0.403
N 1.146 0.973 0.491
I -0.450 -0.876 -2.542
H -0.490 -0.424 1.214
H -1.567 -1.574 0.297
H 0.577 1.697 0.798
H 1.917 1.467 -0.055
*
```

Results of the natural (NBO) charge analysis, in e, for atoms 1 through 4:
1 C 0.240
2 N -0.719
3 N -0.653
4 I 0.510



Version Q
DFT (wB97M-V/def2-TZVPD) results for the ion CH4IN2 with charge +1.

The calculation puts the HOMO-LUMO gap at 8.692 eV. As for the LUMO energy: -5.5 eV. Its HOMO energy is -14.22 eV. As for the SMILES: N/C=[NH+]/I.

Geometry as ORCA input:
```
! RIJCOSX wB97M-V def2-TZVPD def2/J DEFGRID3
* xyz 1 1
C 0.597 -0.478 -0.139
N -0.631 -0.159 0.168
N 1.549 0.442 -0.150
I 3.603 -0.008 0.010
H 1.069 -1.465 -0.151
H -1.349 -0.822 0.313
H -1.043 0.814 0.111
H 1.401 1.636 0.114
*
```

Results of the natural (NBO) charge analysis, in e, for atoms 1 through 4:
1 C 0.360
2 N -0.715
3 N -0.740
4 I 0.490



Stability ranking, top and bottom: version Q is the most stable and version P is the least stable.



Version P
DFT (wB97M-V/def2-TZVPD) results for a cluster of 2 separate species, C2H6N2O4 in total.

The calculation puts the HOMO-LUMO gap at 10.861 eV. As for the LUMO energy: -0.1 eV. Its HOMO energy is -10.93 eV. As for the SMILES: C[N+](=O)[O-].C[N+](=O)[O-].

Geometry as ORCA input:
```
! RIJCOSX wB97M-V def2-TZVPD def2/J DEFGRID3
* xyz 0 1
C -1.183 -1.137 1.619
N -0.613 -1.976 2.700
O 0.463 -2.489 2.473
O -1.246 -2.085 3.734
H -0.523 -0.283 1.494
H -2.202 -0.859 1.849
H -1.132 -1.717 0.701
C 1.014 1.560 -2.723
N 0.809 1.423 -1.259
O 1.322 2.266 -0.559
O 0.126 0.502 -0.858
H 2.076 1.573 -2.941
H 0.548 2.500 -3.004
H 0.542 0.723 -3.225
*
```

Results of the natural (NBO) charge analysis, in e, for atoms 1 through 4:
1 C -0.489
2 N 0.534
3 O -0.380
4 O -0.378



Version Q
DFT (wB97M-V/def2-TZVPD) results for a cluster of 2 separate species, C2H6N2O4 in total.

The calculation puts the HOMO-LUMO gap at 10.440 eV. As for the LUMO energy: 0.4 eV. Its HOMO energy is -10.07 eV. As for the SMILES: NCC(=O)O.O=NO.

Geometry as ORCA input:
```
! RIJCOSX wB97M-V def2-TZVPD def2/J DEFGRID3
* xyz 0 1
C -1.472 -0.490 0.409
C -0.195 -0.228 -0.461
N -2.497 0.591 0.180
N 4.049 -0.214 -0.278
O 4.734 0.393 0.494
O 2.682 -0.114 0.069
O -0.026 1.019 -0.849
O 0.542 -1.093 -0.916
H -1.342 -0.422 1.470
H -1.731 -1.500 0.071
H -2.802 1.040 1.016
H -3.388 0.014 -0.012
H -0.820 1.524 -0.588
H 2.265 -0.520 -0.604
*
```

Results of the natural (NBO) charge analysis, in e, for atoms 1 through 4:
1 C -0.353
2 C 0.792
3 N -0.856
4 N 0.349



Stability ranking, top and bottom: version Q is the most stable and version P is the least stable.



Version P
DFT (wB97M-V/def2-TZVPD) results for a structure of composition C22H33BiN4O4SSe2SiTe3.

The calculation puts the HOMO-LUMO gap at 5.385 eV. As for the LUMO energy: 3.6 eV. Its HOMO energy is -1.83 eV.

Geometry as ORCA input:
```
! RIJCOSX wB97M-V def2-TZVPD def2/J DEFGRID3
* xyz -2 1
Bi -0.741 -0.159 0.425
C -5.011 0.605 -1.508
O -4.725 1.997 -1.479
C -3.579 2.404 -2.123
C -3.662 3.541 -2.893
C -2.539 4.045 -3.557
C -1.347 3.361 -3.447
C -1.226 2.213 -2.654
C 0.051 1.522 -2.685
N 0.438 0.576 -1.914
N 1.658 0.032 -2.300
C 2.027 -0.949 -1.524
O 1.454 -1.371 -0.461
C 3.250 -1.680 -2.002
C 3.369 -3.047 -1.782
C 4.489 -3.740 -2.216
C 5.512 -3.069 -2.871
C 5.398 -1.703 -3.096
C 4.273 -1.015 -2.672
C -2.342 1.717 -1.925
O -2.295 0.682 -1.160
H -6.097 0.519 -1.421
H -4.521 0.085 -0.686
H -4.688 0.162 -2.454
H -4.625 4.033 -2.964
H -2.612 4.944 -4.156
H -0.467 3.713 -3.976
H 0.741 1.830 -3.476
H 2.570 -3.564 -1.265
H 4.569 -4.805 -2.032
H 6.396 -3.605 -3.195
H 6.198 -1.169 -3.598
H 4.169 0.048 -2.840
Se 0.363 2.303 0.775
Te -0.936 3.401 2.627
Te -3.354 2.794 1.617
Se -3.113 0.337 1.991
C -3.857 -4.539 -0.179
Te -1.911 -3.861 0.390
C -2.547 -3.194 2.307
H -4.540 -3.693 -0.196
H -4.210 -5.294 0.521
H -3.792 -4.971 -1.176
H -2.745 -4.043 2.958
H -3.436 -2.578 2.184
H -1.737 -2.576 2.696
C 1.845 -3.831 1.941
N 2.780 -2.849 1.429
C 3.893 -2.464 2.031
N 4.154 -3.044 3.261
S 5.012 -1.405 1.360
H 1.337 -4.289 1.092
H 1.082 -3.368 2.570
H 2.366 -4.619 2.488
H 2.410 -2.338 0.612
H 3.348 -3.194 3.850
H 4.910 -2.568 3.727
C -0.908 0.190 4.967
Si 0.386 -0.700 3.928
C 0.677 -2.263 4.987
C 1.960 0.325 3.986
O -0.042 -1.084 2.423
H -0.500 0.362 5.971
H -1.817 -0.410 5.060
H -1.197 1.148 4.538
H 0.768 -1.963 6.036
H 1.565 -2.847 4.736
H -0.187 -2.932 4.910
H 2.314 0.457 5.015
H 1.766 1.314 3.561
H 2.763 -0.119 3.393
*
```

Results of the Löwdin charge analysis, in e, for atoms 1 through 4:
1 Bi 1.313
2 C -0.103
3 O -0.156
4 C -0.263



Version Q
DFT (wB97M-V/def2-TZVPD) results for a structure of composition C22H33BiN4O4SSe2SiTe3.

The calculation puts the HOMO-LUMO gap at 4.123 eV. As for the LUMO energy: 3.6 eV. Its HOMO energy is -0.57 eV.

Geometry as ORCA input:
```
! RIJCOSX wB97M-V def2-TZVPD def2/J DEFGRID3
* xyz -2 1
Bi -0.642 -1.030 0.620
C -3.889 2.099 -1.652
O -2.588 2.130 -2.231
C -1.594 2.534 -1.373
C -0.861 3.613 -1.693
C 0.252 4.160 -0.827
C 0.638 3.086 0.190
C -0.681 2.579 0.910
C -0.395 1.880 2.212
N -0.435 0.630 2.394
N -0.183 0.142 3.667
C -0.521 -1.120 3.737
O -1.113 -1.807 2.832
C -0.194 -1.820 5.022
C 0.491 -1.173 6.046
C 0.836 -1.861 7.197
C 0.500 -3.203 7.336
C -0.182 -3.851 6.316
C -0.528 -3.160 5.163
C -1.283 1.665 -0.190
O -2.126 0.692 0.141
H -4.557 1.730 -2.428
H -4.192 3.113 -1.366
H -3.913 1.440 -0.786
H -1.149 4.171 -2.578
H -0.140 5.041 -0.293
H 1.411 3.394 0.894
H -0.190 2.518 3.076
H 0.754 -0.133 5.913
H 1.383 -1.356 7.982
H 0.779 -3.743 8.232
H -0.433 -4.900 6.412
H -1.046 -3.648 4.348
Se 1.988 -0.283 0.759
Te 4.502 -0.325 1.120
Te 5.630 2.082 -3.324
Se 3.309 1.295 -2.477
C 1.448 4.639 -1.650
Te 1.039 1.301 -1.094
C -1.635 3.709 1.336
H 1.147 5.447 -2.321
H 1.875 3.836 -2.256
H 2.239 5.008 -0.996
H -1.128 4.409 2.005
H -2.487 3.278 1.868
H -2.015 4.260 0.477
C 3.590 -2.712 -2.015
N 2.875 -3.102 -0.810
C 1.639 -3.575 -0.802
N 1.097 -3.900 -1.995
S 0.767 -3.843 0.643
H 4.565 -2.331 -1.716
H 3.081 -1.886 -2.526
H 3.709 -3.566 -2.685
H 3.250 -2.764 0.070
H 1.409 -3.379 -2.801
H 0.100 -4.033 -1.945
C -0.332 -2.615 -4.286
Si -0.917 -1.212 -3.150
C -2.790 -1.409 -3.030
C -0.506 0.302 -4.159
O -0.248 -1.252 -1.675
H -0.747 -2.447 -5.282
H -0.654 -3.610 -3.971
H 0.757 -2.605 -4.390
H -3.234 -1.695 -3.987
H -3.249 -0.474 -2.705
H -3.041 -2.181 -2.298
H -0.959 0.215 -5.152
H 0.580 0.383 -4.283
H -0.864 1.226 -3.718
*
```

Results of the Löwdin charge analysis, in e, for atoms 1 through 4:
1 Bi 1.645
2 C -0.077
3 O -0.120
4 C -0.352



Stability ranking, top and bottom: version P is the most stable and version Q is the least stable.